--- A ---
17
Properties=species:S:1:pos:R:3 method="wB97M-V/def2-TZVPD" homo_energy_ev=-12.94 total_charge=+1 orbital_gap_ev=9.52
C -0.0764 0.8073 -1.2309
C 0.8345 1.3626 -0.4113
N 0.9052 0.9832 0.9957
N -0.2310 1.0542 -2.5407
H -0.8213 0.1839 -0.7701
H 1.4140 2.2214 -0.7131
H 0.7972 1.8326 1.5698
H 1.8432 0.6814 1.2739
H 0.2474 0.3197 1.4083
H 0.4703 1.6657 -2.9287
H -0.6686 0.4312 -3.1307
H -2.7850 -1.7201 -2.8231
H -2.2899 -2.8131 -3.7325
O -1.9835 -2.0488 -3.2457
H 1.4994 -1.5067 5.7041
H 0.1936 -2.1498 5.2820
O 0.6510 -1.3048 5.2930


--- B ---
17
Properties=species:S:1:pos:R:3 method="wB97M-V/def2-TZVPD" homo_energy_ev=-12.83 total_charge=+1 orbital_gap_ev=9.70
C 1.0272 0.6794 -0.1569
C 1.1218 -0.6380 0.0287
N 0.8099 -1.2416 1.3312
N 1.0341 1.3600 -1.3068
H 0.7689 1.3091 0.6916
H 1.3217 -1.3644 -0.6911
H 1.6349 -1.7452 1.6337
H 0.5311 -0.6012 2.0729
H 0.1153 -1.9979 1.3181
H 1.0105 0.9124 -2.1817
H 0.9277 2.3496 -1.4436
H -2.6447 4.5465 -2.9817
H -1.3696 4.9770 -2.1968
O -2.1090 4.3641 -2.2128
H -1.3706 -4.2401 2.8046
H -1.5505 -4.7190 1.3958
O -1.2586 -3.9506 1.8947


--- C ---
17
Properties=species:S:1:pos:R:3 method="wB97M-V/def2-TZVPD" homo_energy_ev=-14.58 total_charge=+1 orbital_gap_ev=11.45
C 0.6998 1.7800 1.6847
N -0.1431 0.9189 0.8684
C -0.3918 1.3128 -0.3686
N -1.0296 0.5361 -1.2197
H 0.4123 2.8618 1.7586
H 1.7291 1.7240 1.3620
H 0.5154 1.5888 2.7615
H -0.4266 0.0050 1.1784
H -0.1250 2.3074 -0.6782
H -1.4286 -0.3111 -0.7214
H -1.2624 0.6857 -2.1883
H -0.0897 -2.1276 -0.0142
H -1.7770 -2.2269 0.2415
O -0.9969 -1.8224 -0.1330
H 2.1833 -1.2772 -1.2004
H 1.8924 -2.7287 -0.6226
O 1.5486 -1.8395 -0.7443


--- D ---
17
Properties=species:S:1:pos:R:3 method="wB97M-V/def2-TZVPD" homo_energy_ev=-14.57 total_charge=+1 orbital_gap_ev=11.78
C -2.1555 1.5817 0.0817
N -1.0127 0.7193 -0.2175
C -1.1220 -0.3636 -0.9247
N -0.1580 -1.2399 -1.0706
H -2.2959 1.6483 1.1463
H -3.0546 1.1504 -0.3419
H -2.0374 2.5652 -0.3606
H -0.1109 0.9750 0.1912
H -2.0606 -0.5185 -1.4389
H 0.6051 -1.3443 -0.3857
H -0.3115 -2.0385 -1.6701
H 1.8548 1.8718 0.2964
H 2.0961 1.3698 1.7289
O 1.5774 1.1908 0.9371
H 1.5806 -2.5439 1.2552
H 2.7653 -2.0270 0.3628
O 1.9430 -1.7790 0.7966


Tell me which of them is the least stable. Sure, it is A.


--- A ---
8
Properties=species:S:1:pos:R:3 method="wB97M-V/def2-TZVPD" homo_energy_ev=-8.05 orbital_gap_ev=7.83
C 0.3911 -0.7904 0.3134
C 0.4261 0.4124 -0.4515
P -1.1936 -0.5464 -0.3923
P 0.2941 1.4567 1.1784
H 1.0891 -1.3139 0.9417
H 1.1936 0.7826 -1.1367
H -1.0288 -1.4524 -1.3879
H -1.1717 1.4515 0.9349


--- B ---
8
Properties=species:S:1:pos:R:3 method="wB97M-V/def2-TZVPD" smiles="C=P#P=C" homo_energy_ev=-8.53 orbital_gap_ev=7.38
C -0.3425 -1.4368 -1.4380
P 0.1681 0.0999 -0.9986
P -0.0609 -0.2726 1.0728
C 0.2180 1.6447 1.4912
H -0.2586 -1.8457 -2.4760
H -0.7651 -2.0529 -0.7326
H 0.6398 1.5961 2.3845
H 0.4013 2.2672 0.6967


--- C ---
8
Properties=species:S:1:pos:R:3 method="wB97M-V/def2-TZVPD" homo_energy_ev="-8.20 / -8.20" orbital_gap_ev="7.00 / 6.98"
C -1.7753 -0.4197 -0.0768
C 1.3068 0.2754 0.0114
P -0.1667 -1.0766 0.0054
P 3.2131 0.1504 -0.0373
H -2.2669 0.4501 -0.4793
H -2.3117 -1.3115 0.2818
H 0.9762 1.1065 -0.7468
H 1.0246 0.8253 1.0416


Tell me which of them is the least stable. Sure, it is C.


--- A ---
9
Properties=species:S:1:pos:R:3 method="wB97M-V/def2-TZVPD" smiles="CC1=P(F)=C1" homo_energy_ev=-9.81 orbital_gap_ev=10.79
C -0.3436 -0.4536 -0.4213
C 0.9252 0.1116 0.1245
P 2.6158 0.6208 -0.3642
F 3.4946 -0.7943 -0.2301
C 1.5205 0.5131 1.1983
H -0.9280 0.5008 -0.7774
H -1.0198 -0.9819 0.3389
H -0.1736 -1.0872 -1.3737
H 1.3770 0.4959 2.1647


--- B ---
9
Properties=species:S:1:pos:R:3 method="wB97M-V/def2-TZVPD" homo_energy_ev="-7.79 / -7.26" orbital_gap_ev="7.78 / 6.32"
C 0.4574 1.0183 1.6017
C 0.0797 0.2313 0.6623
C -0.0990 -0.2342 -0.6111
F 0.6812 2.7892 3.5745
P 0.5070 2.8996 1.9953
H 0.5246 0.5680 2.5859
H -0.1876 -1.3622 -0.8603
H 0.6449 -0.0505 -1.3853
H -1.1244 0.1168 -1.0746


Tell me which of them is the least stable. Sure, it is B.


--- A ---
81
Properties=species:S:1:pos:R:3 method="wB97M-V/def2-TZVPD" homo_energy_ev=-6.18 orbital_gap_ev=5.56
Na 0.0284 0.1868 0.4692
C -2.1937 0.0203 -0.5934
C -1.4353 0.8349 -1.4915
C -1.1768 2.0507 -0.8241
C -1.7453 1.9306 0.4688
C -2.3864 0.6818 0.6063
C -3.2991 0.2668 1.7357
C -2.7998 0.7945 3.0829
C -3.4043 -1.2583 1.8204
C -4.6996 0.8415 1.4670
C -0.4950 3.3511 -1.2387
C 1.0285 3.1870 -1.3600
C -0.7146 4.4444 -0.1787
C -1.0796 3.9276 -2.5359
C -1.2562 0.3246 -2.9148
C 0.0568 0.7209 -3.5958
C -2.4441 0.8044 -3.7670
C -1.2679 -1.2155 -2.9362
H -2.6464 -0.9212 -0.8565
H -1.8256 2.7209 1.1906
H -1.8011 0.4154 3.3033
H -3.4714 0.4860 3.8841
H -2.7534 1.8790 3.0848
H -2.4135 -1.7062 1.9205
H -3.8776 -1.6612 0.9304
H -4.0075 -1.5459 2.6802
H -4.6655 1.9274 1.4485
H -5.4008 0.5276 2.2387
H -5.0667 0.5006 0.5022
H 1.4600 3.1277 -0.3644
H 1.4552 4.0529 -1.8656
H 1.2993 2.2913 -1.9084
H -0.3141 4.1433 0.7854
H -1.7727 4.6735 -0.0704
H -0.2053 5.3580 -0.4878
H -0.8807 3.3077 -3.4004
H -0.6484 4.9094 -2.7258
H -2.1560 4.0418 -2.4348
H 0.2134 1.7908 -3.6080
H 0.0482 0.3790 -4.6313
H 0.8964 0.2432 -3.0909
H -2.4533 1.8851 -3.8615
H -3.3805 0.5031 -3.3029
H -2.3931 0.3686 -4.7640
H -0.5805 -1.6158 -2.1938
H -0.9595 -1.5727 -3.9174
H -2.2584 -1.6155 -2.7466
N 2.8193 -2.4882 2.3017
N 2.7288 -1.7162 3.4775
C 2.1014 -0.5239 3.5620
N 2.2385 0.1621 4.7101
N 1.4668 -0.0849 2.4953
N 0.9258 1.1166 2.5282
O 0.7726 1.6699 1.4390
O 0.5442 1.6395 3.5764
H 3.7858 -2.4493 1.9638
H 2.2513 -2.0064 1.6043
H 3.0619 -2.1693 4.3129
H 2.7378 -0.2204 5.4906
H 1.6269 0.9741 4.7919
N 1.0446 -5.9025 1.3017
C 1.7290 -5.8019 0.1374
O 2.1737 -6.7671 -0.4460
C 1.9061 -4.4142 -0.3869
C 2.9844 -4.1668 -1.2346
C 3.1556 -2.8892 -1.7331
C 2.2491 -1.9049 -1.3682
N 1.2140 -2.1291 -0.5714
C 1.0442 -3.3573 -0.1062
H 0.9625 -6.8153 1.7202
H 0.7674 -5.0987 1.8367
H 3.6599 -4.9741 -1.4797
H 3.9739 -2.6535 -2.3934
H 2.3516 -0.8912 -1.7198
H 0.1582 -3.4947 0.4978
C 4.2375 1.1228 -0.1815
O 3.1066 0.4713 0.3453
H 4.7064 1.7754 0.5656
H 3.9828 1.7189 -1.0635
H 4.9467 0.3443 -0.4649
H 2.4279 1.1365 0.5385


--- B ---
81
Properties=species:S:1:pos:R:3 method="wB97M-V/def2-TZVPD" homo_energy_ev=-6.35 orbital_gap_ev=6.09
Na 0.9429 -1.4155 0.8731
C -1.3370 -1.0817 1.9149
C -2.1463 -0.6699 0.8212
C -2.1214 0.7678 0.8165
C -1.2414 1.1577 1.8631
C -0.7627 0.0357 2.5475
C 0.0149 0.0531 3.8500
C -0.9660 0.2463 5.0172
C 1.0287 1.2014 3.8642
C 0.7652 -1.2634 4.0747
C -2.9697 1.8360 0.1021
C -2.6982 3.2192 0.7133
C -2.6830 2.0128 -1.4042
C -4.4720 1.5876 0.3219
C -2.9350 -1.7437 0.0558
C -4.2810 -2.0066 0.7538
C -2.1616 -3.0733 0.0705
C -3.1875 -1.4605 -1.4277
H -1.2540 -2.1038 2.2653
H -1.0190 2.1781 2.1395
H -1.5138 1.1822 4.8977
H -0.4399 0.2700 5.9769
H -1.6947 -0.5660 5.0400
H 0.5269 2.1667 3.7819
H 1.7261 1.1099 3.0288
H 1.5973 1.2006 4.7988
H 0.0857 -2.1172 4.0646
H 1.2696 -1.2537 5.0445
H 1.5370 -1.4209 3.3153
H -1.6477 3.5034 0.6207
H -2.9666 3.2468 1.7696
H -3.2949 3.9700 0.1885
H -1.7497 2.5725 -1.5345
H -3.4718 2.6038 -1.8788
H -2.6079 1.0677 -1.9322
H -4.6688 1.4461 1.3857
H -4.8386 0.7106 -0.2016
H -5.0537 2.4465 -0.0267
H -4.1089 -2.2898 1.7933
H -4.8257 -2.8172 0.2591
H -4.9139 -1.1205 0.7553
H -2.0276 -3.4652 1.0778
H -1.1744 -2.9601 -0.3850
H -2.7076 -3.8275 -0.5021
H -3.8161 -0.5953 -1.6008
H -3.6883 -2.3201 -1.8820
H -2.2412 -1.3136 -1.9576
N 0.5579 1.1798 -0.7471
N 0.2930 0.7863 -2.0722
C 0.4743 -0.5173 -2.3873
N 0.0755 -0.9299 -3.5906
N 1.0259 -1.2495 -1.4285
N 1.2129 -2.5753 -1.5931
O 1.5385 -3.1450 -0.5539
O 1.0742 -3.1552 -2.6634
H -0.2748 1.0479 -0.1509
H 0.8084 2.1594 -0.7540
H -0.4932 1.2305 -2.5317
H -0.3953 -0.3002 -4.2156
H 0.1959 -1.9037 -3.8222
N 3.4354 2.9814 -4.2761
C 4.0956 1.8398 -4.6059
O 4.6210 1.6835 -5.6892
C 4.1424 0.7661 -3.5578
C 4.4566 -0.5257 -3.9607
C 4.4821 -1.5358 -3.0174
C 4.1924 -1.2136 -1.7002
N 3.9193 0.0258 -1.2959
C 3.9014 0.9905 -2.2089
H 3.3731 3.7003 -4.9763
H 2.8785 3.0610 -3.4467
H 4.6695 -0.7075 -5.0058
H 4.7013 -2.5583 -3.2910
H 4.1566 -1.9785 -0.9316
H 3.6934 1.9850 -1.8287
C 4.0778 -0.3771 2.1778
O 2.9815 -0.5108 1.2884
H 4.2131 0.6613 2.4919
H 5.0062 -0.7327 1.7229
H 3.8719 -0.9776 3.0621
H 3.2308 -0.1119 0.4298


Tell me which of them is the least stable. Sure, it is A.


--- A ---
46
Properties=species:S:1:pos:R:3 method="wB97M-V/def2-TZVPD" spin_multiplicity=2 homo_energy_ev="-8.11 / -11.06" total_charge=+1 orbital_gap_ev="5.45 / 8.41"
Yb 0.0430 -0.8468 -0.5581
C 1.8797 1.3969 3.9601
C 2.3742 0.4041 2.9509
S 2.2474 0.4757 1.0983
C 1.4021 2.0565 0.7730
C 0.0655 2.5590 1.3205
S -1.2350 1.2995 0.9906
C -1.8150 0.6890 2.5505
C -0.9311 0.1750 3.7130
S 0.1179 1.4741 4.4602
H 2.0031 2.4588 3.6839
H 2.4610 1.3391 4.9063
H 2.0831 -0.5933 3.1846
H 3.4599 0.5224 2.9598
H 1.2064 1.9439 -0.3178
H 2.2045 2.7423 0.9525
H -0.2297 3.4623 0.7819
H 0.0947 2.8542 2.3704
H -2.3687 -0.1669 2.2197
H -2.4837 1.4831 2.8972
H -0.3087 -0.6618 3.3605
H -1.4756 -0.0635 4.6907
Cl -2.0244 -2.4239 -2.1606
C -0.9671 -3.2286 -0.9755
C 0.4228 -3.3542 -1.1941
C 1.2843 -3.3749 -0.0054
Cl 3.0016 -3.0505 -0.0966
C 0.6808 -3.3812 1.2493
Cl 1.6743 -3.7125 2.6353
C -0.6498 -3.3913 1.4673
Cl -1.5155 -3.4588 3.0595
C -1.5010 -3.1014 0.3313
Cl -3.2511 -2.8647 0.5381
C -1.8189 1.8219 -5.2099
N -0.7799 1.0788 -4.4543
C 0.3688 0.4969 -5.2388
C -0.8161 1.0142 -3.0997
O -0.0072 0.3271 -2.4131
H -2.3317 1.1815 -5.8779
H -1.3483 2.5608 -5.8309
H -2.4521 2.2854 -4.4375
H 1.1784 0.5526 -4.5052
H 0.5753 1.2354 -6.0338
H 0.1251 -0.4642 -5.7149
H -1.6257 1.6050 -2.6755
H 0.9823 -3.3574 -2.3057


--- B ---
46
Properties=species:S:1:pos:R:3 method="wB97M-V/def2-TZVPD" spin_multiplicity=2 homo_energy_ev="-7.61 / -10.23" total_charge=+1 orbital_gap_ev="5.09 / 7.73"
Yb -3.7994 -15.8838 0.6695
C -2.5852 -18.9271 2.1228
C -3.9774 -18.5873 2.8613
S -4.6665 -16.9182 3.2903
C -3.7810 -16.1143 4.7435
C -2.4222 -16.6592 4.7853
S -1.3145 -15.5906 3.8028
C 0.0231 -16.7181 2.9948
C -0.0975 -17.4611 1.6923
S -1.7444 -17.8272 0.7953
H -1.7884 -18.9705 2.8565
H -2.6722 -19.8437 1.4853
H -4.7585 -18.8241 2.1019
H -4.1194 -19.2026 3.7770
H -3.7481 -15.0305 4.4739
H -4.3327 -16.3554 5.6179
H -2.0061 -16.6768 5.8263
H -2.1819 -17.6708 4.3763
H 0.8497 -16.0252 2.8759
H 0.3560 -17.3835 3.7711
H 0.4757 -16.9856 0.9052
H 0.2280 -18.5075 1.8357
Cl -3.1951 -13.8731 -0.9896
C -4.5174 -13.0420 0.0819
C -5.1631 -13.7405 1.0477
C -5.8968 -13.2062 2.1157
Cl -7.0156 -14.0954 2.9845
C -5.9295 -11.7805 2.2230
Cl -6.3035 -11.1395 3.7408
C -5.3875 -11.0131 1.1236
Cl -5.4132 -9.3578 1.1101
C -4.7257 -11.6902 0.0628
Cl -4.5435 -10.8860 -1.4437
C -8.1829 -18.6158 -1.6177
N -6.7621 -18.3173 -1.5878
C -5.7961 -18.8933 -2.5629
C -6.3406 -17.5224 -0.5538
O -5.1637 -17.0936 -0.4620
H -8.8097 -17.8213 -1.9837
H -8.4666 -18.7994 -0.5267
H -8.3453 -19.5379 -2.2708
H -4.7351 -18.9718 -2.2211
H -5.7603 -18.1616 -3.3635
H -6.1500 -19.9902 -2.8805
H -7.1796 -17.4871 0.2192
H -2.1102 -15.4992 2.6725


Tell me which of them is the least stable. Sure, it is B.